The following is a quantum chemistry calculation of C42H54Cl2N7O5P2S4Tl as an isolated structure, from the Open Molecules 2025 dataset.

Cartesian coordinates (Å):
Tl  0.04350  0.33430  -0.61790
C  -4.14670  2.15360  3.45150
N  -2.85090  1.55020  3.26160
C  -1.87450  1.92750  4.24300
C  -2.45560  1.20700  1.95240
N  -1.34280  1.53850  1.39840
C  -0.64100  2.69100  1.70160
C  -1.32970  3.89380  1.87090
C  -0.67880  5.08710  2.12040
C  0.70200  5.10610  2.18640
C  1.40760  3.93520  1.98430
C  0.77220  2.71420  1.74520
N  1.54510  1.60480  1.44890
C  2.66220  1.35080  2.03350
N  2.95720  1.61520  3.38930
C  1.87750  1.82510  4.31420
C  4.15140  2.35900  3.71250
N  3.67770  0.70850  1.40140
C  3.75900  0.67540  -0.03540
C  4.56290  -0.20860  2.07450
N  -3.38270  0.44020  1.32750
C  -4.06990  -0.62280  2.02120
C  -3.38300  0.29240  -0.10710
H  -4.05380  3.23350  3.63440
H  -4.66020  1.70800  4.31120
H  -4.75400  2.00350  2.56350
H  -1.66760  3.00780  4.25900
H  -0.94970  1.40030  4.03100
H  -2.23190  1.62440  5.23360
H  -2.40550  3.88750  1.76050
H  -1.24820  6.00000  2.24180
H  1.23460  6.03090  2.36700
H  2.48940  3.95880  1.95820
H  1.03490  1.21340  4.00270
H  1.54850  2.87360  4.37070
H  2.19890  1.50350  5.31120
H  4.83880  2.34460  2.87140
H  4.64920  1.92040  4.58530
H  3.91400  3.40650  3.94730
H  3.09460  1.42500  -0.45520
H  3.48730  -0.30400  -0.43870
H  4.78420  0.89980  -0.34210
H  4.50410  -1.18710  1.59000
H  4.27120  -0.31710  3.11620
H  5.60360  0.13450  2.02330
H  -3.86730  -0.56800  3.08850
H  -3.72130  -1.58900  1.64240
H  -5.15020  -0.55050  1.84960
H  -2.93910  1.17520  -0.55650
H  -4.41770  0.19600  -0.44650
H  -2.81960  -0.59350  -0.41680
O  -0.07810  6.37000  -5.45250
C  -0.05030  5.43980  -4.67160
S  1.41340  4.77580  -3.97820
C  0.68710  3.50130  -2.95750
C  -0.66170  3.40980  -3.02010
S  -1.68660  2.31080  -2.20720
S  -1.46640  4.59110  -4.09260
S  1.77770  2.56010  -2.04020
O  -1.40050  -3.26100  2.27090
C  -1.34500  -2.59390  1.26800
Cl  1.77280  -1.79320  1.45870
C  1.32880  -2.39050  3.07790
Cl  2.52330  -3.54150  3.67620
H  0.35390  -2.89860  3.01790
H  1.31350  -1.55260  3.77520
C  3.34740  -3.86360  -3.29110
O  3.38030  -2.98610  -2.19290
P  1.97210  -2.15700  -1.76880
O  0.94850  -3.42720  -1.71390
C  1.05820  -4.31320  -0.62440
O  1.42830  -1.73660  -3.22220
C  1.69900  -0.45600  -3.76180
H  4.37120  -4.20120  -3.46500
H  2.97220  -3.36180  -4.18570
H  2.69920  -4.72400  -3.09880
H  0.40490  -3.99800  0.19280
H  2.08680  -4.37710  -0.25460
H  0.75180  -5.30350  -0.97460
H  0.79750  -0.11790  -4.27030
H  2.51970  -0.52460  -4.48240
H  1.95920  0.28210  -2.99720
N  -1.26120  -1.95730  0.29210
P  -2.22470  -2.30010  -2.35040
C  -3.26580  -3.59710  -1.57150
C  -2.60220  -4.50130  -0.74370
C  -3.29460  -5.43170  0.00550
C  -4.67880  -5.47180  -0.05020
C  -5.35110  -4.57600  -0.86370
C  -4.65490  -3.64280  -1.61600
C  -3.43750  -1.59580  -3.56280
C  -3.61190  -0.21870  -3.60150
C  -4.48750  0.35440  -4.51070
C  -5.19750  -0.44710  -5.38800
C  -5.01720  -1.82290  -5.36840
C  -4.13570  -2.39190  -4.46740
C  -1.34920  -3.30190  -3.61990
C  -0.81720  -2.56670  -4.67610
C  -0.01620  -3.16400  -5.62620
C  0.27580  -4.51560  -5.53560
C  -0.27050  -5.26100  -4.50700
C  -1.08030  -4.66200  -3.55780
H  -1.53250  -4.42120  -0.66390
H  -2.75660  -6.11360  0.64990
H  -5.22780  -6.19510  0.53980
H  -6.43290  -4.60060  -0.91030
H  -5.19990  -2.94320  -2.23580
H  -3.04090  0.41520  -2.93730
H  -4.60700  1.42860  -4.53560
H  -5.88790  -0.00360  -6.09620
H  -5.56760  -2.44940  -6.06240
H  -3.98480  -3.46340  -4.45850
H  -1.02260  -1.50640  -4.72090
H  0.40600  -2.57150  -6.42590
H  0.93670  -4.98470  -6.25310
H  -0.04840  -6.31940  -4.43750
H  -1.49010  -5.25830  -2.75510

Atoms 1-3, force components in eV/Å:
0.0 0.3 -0.6
-0.1 0.0 0.1
0.1 0.2 -0.4

Computed properties:
Frontier orbital gap = 4.48 eV
Total charge = -2
E = -156758.9477 eV
HOMO = -0.68 eV